Here is a molecular structure, C22H40IN6O7PPdS3 from the OMol25 dataset. Energies are from ωB97M-V/def2-TZVPD.

## Properties
Frontier orbital gap: 2.3 eV
Net charge: +2
E_tot: -100086.01404 eV
Energy above the lowest of the compared OMol25 structures with the same formula, charge and spin: 26.9 kcal per mole
HOMO: -13.328 eV

```
81
C22H40IN6O7PPdS3 (ωB97M-V/def2-TZVPD)
C -3.154 -3.423 -5.209
C -2.051 -2.721 -4.346
P -2.932 -1.608 -3.213
C -4.093 -2.735 -2.324
C -1.884 -0.890 -1.805
O -2.858 -0.539 -0.845
C -0.976 0.345 -2.157
N -1.926 1.220 -2.849
C 0.025 0.119 -3.339
C 1.336 -0.688 -3.396
N 1.110 -1.920 -4.221
N 2.063 -1.144 -2.247
N 2.278 0.171 -4.196
C -0.375 1.063 -0.791
C -1.420 2.100 -0.304
C -1.242 2.761 1.077
C -1.783 4.202 1.001
O -1.620 4.898 2.199
C -2.682 4.710 3.103
C 0.799 1.927 -1.369
C 1.381 3.071 -0.551
O 0.906 4.187 -0.640
O 2.524 2.875 0.187
C 0.049 0.016 0.282
I -1.365 -0.337 1.990
C 1.351 0.340 1.014
C 1.837 -0.752 1.971
C 2.003 -0.247 3.414
S 2.188 -1.766 4.394
C 2.247 -1.196 6.092
S 0.910 -0.653 6.787
N 3.478 -1.286 6.717
C 4.530 -2.046 6.275
C 5.521 -1.804 7.171
N 5.080 -0.958 8.132
C 3.864 -0.645 7.877
O 0.266 -1.333 -0.157
S -0.849 -2.098 -0.927
O -0.229 -3.036 -1.764
O -1.754 -2.786 0.030
H -3.473 -4.307 -4.664
H -4.043 -2.808 -5.318
H -2.740 -3.733 -6.157
H -1.448 -2.164 -5.046
H -1.478 -3.513 -3.879
H -4.698 -2.202 -1.605
H -3.519 -3.524 -1.842
H -4.767 -3.187 -3.043
H -3.640 -0.193 -1.293
H -1.540 2.127 -3.057
H -2.850 1.241 -2.457
H 0.226 1.096 -3.763
H -0.603 -0.288 -4.120
H 1.543 -2.720 -3.784
H 1.470 -1.783 -5.152
H 2.927 -1.588 -2.509
H 2.185 -0.502 -1.484
H 1.830 0.492 -5.046
H 3.093 -0.382 -4.423
H -1.370 2.924 -1.005
H -2.446 1.761 -0.357
H -1.886 2.301 1.821
H -0.237 2.740 1.496
H -2.861 4.084 0.833
H -1.404 4.743 0.139
H -2.572 5.377 3.946
H -2.705 3.674 3.453
H -3.657 4.918 2.653
H 1.632 1.332 -1.739
H 0.365 2.457 -2.202
H 2.364 3.194 1.082
H 2.146 0.531 0.305
H 1.166 1.253 1.565
H 2.827 -1.074 1.664
H 1.234 -1.655 2.014
H 2.925 0.319 3.476
H 1.143 0.323 3.758
H 4.579 -2.695 5.430
H 6.500 -2.235 7.106
H 3.249 -0.001 8.470
Pd -2.019 -3.730 1.672
```

=====

Here is a molecular structure, C22H40O18 from the OMol25 dataset. Energies are from ωB97M-V/def2-TZVPD.

## Properties
Frontier orbital gap: 7.7 eV
Net charge: 0
E_tot: -60305.01962 eV
Energy above the lowest of the compared OMol25 structures with the same formula, charge and spin: 242.1 kcal per mole
HOMO: -7.851 eV

```
80
C22H40O18 (ωB97M-V/def2-TZVPD)
C -1.414 1.837 -0.943
C -0.131 2.141 -1.660
O 0.420 0.906 -1.849
C -0.244 -0.042 -1.242
O 0.004 -1.240 -1.325
O -1.203 0.503 -0.638
H -2.144 2.107 -1.706
H -1.538 2.519 -0.102
H 0.462 2.878 -1.118
H -0.291 2.608 -2.632
C 1.016 5.475 -1.877
C 2.343 5.166 -1.285
O 2.872 4.065 -1.933
C 1.863 3.512 -2.575
O 1.891 2.396 -3.054
O 0.784 4.279 -2.472
H 1.089 6.286 -2.601
H 0.234 5.623 -1.132
H 2.392 5.006 -0.208
H 3.060 5.943 -1.551
C 3.108 1.917 -0.173
C 1.873 2.041 0.770
O 1.303 0.690 0.813
C 0.098 0.483 1.476
O -0.424 1.284 2.229
O -0.421 -0.751 1.196
C -1.622 -1.245 1.833
H 3.572 2.887 -0.350
H 2.816 1.277 -1.005
H 3.905 1.355 0.313
H 1.218 2.861 0.477
H 2.350 2.179 1.740
H -1.754 -2.316 1.680
H -2.355 -0.642 1.297
H -1.691 -1.176 2.918
C -3.147 4.925 4.361
C -2.935 5.042 2.882
O -3.354 3.894 2.171
C -2.792 2.758 2.201
O -1.787 2.433 2.843
O -3.537 1.972 1.318
C -3.303 0.597 1.184
H -2.542 4.072 4.668
H -4.190 4.697 4.582
H -2.971 5.867 4.880
H -1.875 5.233 2.712
H -3.558 5.886 2.584
H -4.025 0.186 0.478
H -3.430 0.173 2.181
H -2.338 0.316 0.763
C 1.188 -2.836 3.429
C 0.931 -2.875 1.963
O 1.837 -2.018 1.324
C 1.943 -2.172 -0.028
O 1.551 -3.102 -0.710
O 2.397 -1.053 -0.549
C 2.753 -0.855 -1.891
H 0.632 -2.028 3.905
H 2.266 -2.815 3.589
H 0.634 -3.706 3.780
H -0.065 -2.479 1.760
H 1.064 -3.906 1.636
H 3.657 -1.382 -2.197
H 2.969 0.201 -2.053
H 1.985 -1.179 -2.594
C 0.234 -8.601 -1.688
C 0.086 -7.446 -2.666
O -0.161 -6.269 -1.943
C -0.350 -5.138 -2.621
O -0.307 -5.050 -3.858
O -0.725 -4.211 -1.773
C -0.819 -2.851 -2.167
H 0.671 -9.393 -2.297
H -0.640 -8.954 -1.141
H 0.925 -8.361 -0.879
H -0.664 -7.702 -3.415
H 0.995 -7.327 -3.255
H -0.713 -2.149 -1.341
H -1.835 -2.678 -2.523
H -0.096 -2.523 -2.914
```